(1)
Entry from the Open Molecules 2025 dataset: a molecular structure, C36H34N5O10STi in a non-equilibrium geometry (ωB97M-V with the def2-TZVPD basis set).

Structure (ORCA input):
```
! wB97M-V def2-TZVPD RIJCOSX def2/J DEFGRID3
* xyz 0 2
Ti 0.16610 -0.44530 0.76325
C -1.28409 -0.79887 3.50557
C -1.12886 0.71515 3.29274
N 0.08396 1.06545 2.51852
C 1.21834 1.43069 3.39658
C 1.62808 0.37908 4.41522
S 2.36391 -1.13195 3.72826
C 1.18058 -2.41226 4.19276
C 0.14665 -2.77931 3.13384
N -0.55485 -1.63478 2.51147
H -0.93130 -1.07227 4.49692
H -2.34392 -1.05427 3.46942
H -1.98211 1.10287 2.74697
H -1.10691 1.21488 4.26585
H -0.16783 1.90536 1.99850
H 2.06905 1.67172 2.76290
H 0.94800 2.33484 3.95506
H 2.38818 0.83679 5.04945
H 0.80530 0.10925 5.07737
H 1.77220 -3.30681 4.39103
H 0.72079 -2.14266 5.14385
H 0.62989 -3.33739 2.33317
H -0.59163 -3.44628 3.59349
H -1.29230 -2.04215 1.92812
O 0.09000 0.83732 -0.66745
C 0.26635 0.36701 -1.99273
C 0.49661 -1.16753 -1.88467
O 0.84425 -1.89263 -2.76464
O 0.17146 -1.62278 -0.65176
C -1.05316 0.59661 -2.74658
C -1.38272 1.87418 -3.19108
C -2.62483 2.12998 -3.75258
C -3.54967 1.10631 -3.90101
C -3.22444 -0.17312 -3.47750
C -1.98943 -0.42397 -2.89607
C 1.44878 1.10148 -2.62756
C 1.68378 2.42117 -2.24413
C 2.73597 3.14219 -2.78342
C 3.58024 2.55126 -3.71297
C 3.35116 1.24154 -4.10052
C 2.28972 0.51983 -3.56838
H -0.96655 1.98667 -0.24939
H -0.66918 2.68182 -3.09880
H -2.86718 3.13299 -4.07893
H -4.51625 1.30479 -4.34637
H -3.93337 -0.98336 -3.59500
H -1.76648 -1.43216 -2.56796
H 1.04697 2.88598 -1.50248
H 2.89895 4.16630 -2.47166
H 4.40890 3.10804 -4.13114
H 4.00196 0.76749 -4.82400
H 2.12300 -0.49765 -3.88754
C 5.09758 -3.43799 0.48005
C 3.71496 -3.70981 0.53490
C 2.81014 -2.68622 0.55250
C 3.21814 -1.32754 0.52580
C 2.28757 -0.23920 0.59487
C 2.79229 1.03415 0.50471
C 4.17588 1.30397 0.40689
C 5.06663 0.27418 0.39142
C 4.60997 -1.06611 0.44829
C 5.52849 -2.14484 0.42833
H 5.80906 -4.25331 0.46372
H 3.36865 -4.73578 0.54131
H 1.75479 -2.92155 0.53898
H 2.11523 1.88201 0.48552
H 4.51786 2.32909 0.33261
H 6.13191 0.46047 0.32045
H 6.58728 -1.92015 0.36987
O -7.42622 -0.39720 -1.99980
N -6.74681 0.58868 -1.79012
O -7.05141 1.72113 -2.10603
C -5.47101 0.39874 -1.09228
C -4.69214 1.50337 -0.80507
C -3.46447 1.34419 -0.18225
C -2.97867 0.03890 0.19753
O -1.83701 -0.16613 0.76251
C -3.85401 -1.03361 -0.12878
C -5.07188 -0.87018 -0.77262
N -3.51121 -2.42692 0.16122
O -4.15108 -3.28581 -0.40431
O -2.71768 -2.69081 1.05713
N -2.77892 2.55095 0.04940
O -1.45704 2.56371 0.41069
O -3.30430 3.65908 -0.14251
H -5.02064 2.49335 -1.07699
H -5.68399 -1.72429 -1.01190
*
```

The calculation puts the electronic energy at -3665.914062 hartree. As for the expectation value of S²: 0.77. For the LUMO energy (alpha / beta), the calculation gives -1.0 / -0.9 eV. The calculation puts the highest occupied orbital energy (alpha / beta) at -7.655 / -8.183 eV. The gap between HOMO and LUMO (alpha / beta) is 6.69 / 7.28 eV. The calculation puts the energy above the lowest of the compared OMol25 structures with the same formula, charge and spin at 0.769 eV.


(2)
Entry from the Open Molecules 2025 dataset: a single C11H11N3S molecule in a non-equilibrium geometry (ωB97M-V with the def2-TZVPD basis set).

Structure (ORCA input):
```
! wB97M-V def2-TZVPD RIJCOSX def2/J DEFGRID3
* xyz 0 1
C -1.65248 -0.50119 0.92491
C -1.35017 0.49968 0.01253
C -3.77401 -0.22613 0.06558
C -0.69987 -1.40772 1.38916
C 1.72579 1.77496 1.35286
C 2.61887 0.79634 0.83658
C 0.49427 1.86162 0.88334
C 2.30228 -0.31874 0.18795
C -0.05330 1.04679 -0.23656
C 0.93944 -0.75304 -0.13465
C 0.93698 -1.09350 -1.64053
N -2.97946 -0.84447 0.89046
N 0.39069 -1.62440 0.80280
N -5.13081 -0.31013 -0.15288
S -2.88390 1.06425 -0.76105
H -1.09466 -2.14341 2.21872
H 1.95480 2.40738 2.19698
H 3.66338 0.76338 1.21808
H -0.15606 2.75069 1.21360
H 3.14410 -0.98370 -0.17265
H 0.05135 1.55333 -1.21538
H 1.71292 -0.57534 -2.17234
H -0.14222 -1.00361 -1.94367
H 1.00858 -2.17387 -1.80731
H -5.51504 -1.11785 0.41298
H -5.35615 -0.60285 -1.09228
*
```

The SMILES is Cc1cccccc2sc(N)nc2cn1. The calculation puts the electronic energy at -988.086148 hartree. For the LUMO energy, the calculation gives 0.3 eV. The calculation puts the highest occupied orbital energy at -7.670 eV. The gap between HOMO and LUMO is 7.93 eV. The calculation puts the energy above the lowest of the compared OMol25 structures with the same formula, charge and spin at 2.309 eV.


(3)
Entry from the Open Molecules 2025 dataset: a molecular structure, C37H26N7O4S2Zr (ωB97M-V with the def2-TZVPD basis set).

Structure (ORCA input):
```
! wB97M-V def2-TZVPD RIJCOSX def2/J DEFGRID3
* xyz 1 1
Zr -0.20179 -0.19127 0.54175
O -3.26815 2.59491 0.01753
C -2.68155 1.53363 0.11006
N -1.75981 1.15634 1.05352
C -1.67942 1.80566 2.31922
C -2.53215 2.81123 2.75828
C -2.39279 3.32448 4.04061
C -1.40600 2.84169 4.88079
C -0.53847 1.84606 4.45039
C -0.66172 1.32657 3.16501
N 0.23268 0.40934 2.55347
C 1.35871 -0.02820 3.18374
O 1.65461 0.07672 4.35957
C 2.38057 -0.61018 2.23598
C 3.58792 -1.07920 2.72381
C 4.56274 -1.45795 1.81836
C 4.30006 -1.34881 0.45900
C 3.05753 -0.90793 0.05756
N 2.10221 -0.55745 0.92899
C -2.96341 0.45945 -0.90279
C -4.16713 0.45582 -1.58861
C -4.44264 -0.59928 -2.43856
C -3.49885 -1.60438 -2.58536
C -2.31181 -1.50857 -1.88989
N -2.03699 -0.49063 -1.06976
H -3.29849 3.18885 2.10280
H -3.06683 4.10077 4.37734
H -1.30237 3.23389 5.88375
H 0.22536 1.46816 5.10757
H 3.73444 -1.10257 3.79412
H 5.51921 -1.83152 2.15904
H 5.03532 -1.63440 -0.27833
H 2.81169 -0.83407 -0.99300
H -4.85906 1.26880 -1.42293
H -5.38458 -0.65044 -2.96801
H -3.67816 -2.45651 -3.22540
H -1.55022 -2.26929 -1.99460
N 0.29909 1.94003 -3.30539
C -0.33119 1.09489 -4.25910
C -1.11086 1.62271 -5.27320
C -1.72863 0.76306 -6.17125
C -1.60044 -0.61158 -6.03144
C -0.84845 -1.13699 -4.98975
C -0.19611 -0.27712 -4.12189
S 0.86838 -0.85124 -2.84028
N 0.57149 0.33723 -1.63845
C 0.43610 1.57067 -2.01462
C 0.44688 2.61591 -0.95702
C 0.07045 3.92651 -1.16736
C 0.18579 4.82317 -0.10925
C 0.67940 4.37529 1.09569
C 0.99147 3.02615 1.23023
N 0.86668 2.15903 0.23329
H 0.27720 2.92748 -3.50168
H -1.23024 2.69539 -5.36737
H -2.32042 1.17300 -6.97787
H -2.08533 -1.27660 -6.73245
H -0.74530 -2.20807 -4.86768
H -0.33321 4.26202 -2.11282
H -0.11368 5.85443 -0.23616
H 0.79331 5.03813 1.94139
H 1.34217 2.63027 2.17318
O 4.00637 -5.74809 2.14963
C 3.63977 -4.83985 1.22809
O 4.41535 -4.49194 0.38046
C 2.27083 -4.24786 1.34992
C 1.58269 -4.15434 2.56597
C 0.36747 -3.50922 2.64628
C -0.21292 -2.94786 1.49840
S -1.68249 -1.99892 1.56637
C 0.46761 -3.08173 0.28110
C 1.70342 -3.71083 0.20872
H 3.25603 -6.01890 2.69306
H 2.02154 -4.54431 3.47791
H -0.13923 -3.40438 3.59622
H -0.00007 -2.72755 -0.63650
H 2.23846 -3.78773 -0.72940
*
```

The calculation puts the electronic energy at -2953.320337 hartree. For the LUMO energy, the calculation gives -3.7 eV. The calculation puts the highest occupied orbital energy at -10.029 eV. The gap between HOMO and LUMO is 6.34 eV. The calculation puts the energy above the lowest of the compared OMol25 structures with the same formula, charge and spin at 0.406 eV.


(4)
Entry from the Open Molecules 2025 dataset: a single C4H7NO molecule in a non-equilibrium geometry (ωB97M-V with the def2-TZVPD basis set).

Structure (ORCA input):
```
! wB97M-V def2-TZVPD RIJCOSX def2/J DEFGRID3
* xyz 0 1
C 0.51330 0.80328 -2.14844
C -0.06183 -0.12684 0.17867
C 0.93935 0.05085 1.20691
C -1.38533 -0.78295 0.56204
N 0.11767 0.22574 -1.01965
O 1.21797 0.43006 -3.06511
H -0.03208 1.80471 -2.04110
H 0.59520 0.53631 2.04613
H 1.71604 0.74082 0.83819
H 1.51236 -0.75446 1.43886
H -1.96556 -0.95420 -0.45230
H -1.96749 -0.27847 1.35040
H -1.19961 -1.69485 1.10540
*
```

The SMILES is CC(C)=NC=O. The calculation puts the electronic energy at -286.550745 hartree. For the LUMO energy, the calculation gives 0.7 eV. The calculation puts the highest occupied orbital energy at -9.570 eV. The gap between HOMO and LUMO is 10.26 eV. The calculation puts the energy above the lowest of the compared OMol25 structures with the same formula, charge and spin at 2.201 eV.


(5)
Entry from the Open Molecules 2025 dataset: 2 unconnected molecules or ions with the total composition C4H13NOS in a non-equilibrium geometry (ωB97M-V with the def2-TZVPD basis set).

Structure (ORCA input):
```
! wB97M-V def2-TZVPD RIJCOSX def2/J DEFGRID3
* xyz 0 1
C -1.23065 -1.57245 -0.37056
C 0.10054 -1.06959 -0.95067
C 0.07051 0.26158 -1.71456
S -0.03730 1.83630 -0.92841
C -0.40056 1.52512 0.85616
N -1.20748 -2.86680 0.33062
H -1.66529 -0.87624 0.36459
H -2.04295 -1.53926 -1.14050
H 0.89518 -1.08341 -0.19938
H 0.35974 -1.80782 -1.76091
H 0.90118 0.22780 -2.40879
H -0.81441 0.22310 -2.36133
H 0.62353 1.21509 1.17386
H -1.22108 0.87094 1.13537
H -0.56892 2.53500 1.23141
H -1.59329 -2.80572 1.25317
H -1.47675 -3.58533 -0.31412
H 3.17423 0.36443 3.26945
H 2.32044 -0.60788 2.64911
O 2.30420 0.35132 2.81313
*
```

The SMILES is CSCCCN.O. The calculation puts the electronic energy at -688.339034 hartree. For the LUMO energy, the calculation gives 0.7 eV. The calculation puts the highest occupied orbital energy at -8.012 eV. The gap between HOMO and LUMO is 8.68 eV. The calculation puts the energy above the lowest of the compared OMol25 structures with the same formula, charge and spin at 1.352 eV.


(6)
Entry from the Open Molecules 2025 dataset: a molecular structure, C25H26N2PW (ωB97M-V with the def2-TZVPD basis set).

Structure (ORCA input):
```
! wB97M-V def2-TZVPD RIJCOSX def2/J DEFGRID3
* xyz 3 1
W -1.01304 0.23999 -0.15488
C 4.10720 -2.82662 -2.66857
C 4.31547 -1.45634 -2.55616
C 3.45504 -0.68705 -1.79169
C 2.37620 -1.30575 -1.14724
C 2.17060 -2.68471 -1.25558
C 3.04194 -3.44108 -2.02018
P 1.31614 -0.34574 -0.10680
C 0.91958 1.25441 -0.83821
C 0.58239 1.30720 -2.21215
C 0.08347 2.48921 -2.77394
C -0.14950 3.59437 -1.97484
C 0.07776 3.52635 -0.59436
C 0.59115 2.37312 -0.01867
C 1.75387 -0.17911 1.61565
C 3.00535 -0.21307 2.19492
C 3.11946 -0.16601 3.59664
C 1.99842 -0.09402 4.38636
C 0.70524 -0.06499 3.80635
C -0.48750 -0.01607 4.56844
C -1.74193 0.00549 3.97693
C -1.85054 -0.01367 2.59212
C -0.70032 -0.07041 1.76883
C 0.59391 -0.11501 2.40663
H 4.78532 -3.42253 -3.26490
H 5.15125 -0.98952 -3.05921
H 3.62576 0.37900 -1.69506
H 1.35013 -3.16730 -0.73666
H 2.89630 -4.50887 -2.10874
H 0.81348 0.45788 -2.84666
H -0.09340 2.53740 -3.84134
H -0.50192 4.51846 -2.41585
H -0.10654 4.39425 0.02701
H 0.83990 2.35745 1.03636
H 3.89846 -0.28939 1.58631
H 4.10092 -0.19628 4.04920
H 2.09262 -0.06904 5.46507
H -0.41420 0.00547 5.65020
H -2.62940 0.04430 4.59311
H -2.84834 0.02527 2.15616
N -2.08289 -1.50284 -0.90674
C -3.57594 -1.54689 -0.70149
C -4.28452 -0.37696 -1.36291
C -4.00814 0.98932 -0.75582
N -2.62742 1.49318 -1.09476
H -1.89384 -1.59512 -1.90897
H -1.67562 -2.35062 -0.50940
H -3.75700 -1.56085 0.37537
H -3.94373 -2.49060 -1.10334
H -5.35679 -0.56320 -1.28308
H -4.07557 -0.36315 -2.43883
H -4.09699 0.96625 0.33354
H -4.73408 1.71724 -1.11693
H -2.56092 2.46948 -0.80837
H -2.55725 1.52768 -2.11289
*
```

The calculation puts the electronic energy at -1485.181123 hartree. For the LUMO energy (alpha / beta), the calculation gives -11.2 / -11.2 eV. The calculation puts the highest occupied orbital energy (alpha / beta) at -17.528 / -17.522 eV. The gap between HOMO and LUMO (alpha / beta) is 6.34 / 6.34 eV. The calculation puts the energy above the lowest of the compared OMol25 structures with the same formula, charge and spin at 0.022 eV.


(7)
Entry from the Open Molecules 2025 dataset: a molecular structure, C25H23N4O3PSY (ωB97M-V with the def2-TZVPD basis set).

Structure (ORCA input):
```
! wB97M-V def2-TZVPD RIJCOSX def2/J DEFGRID3
* xyz 1 1
Y 1.60236 0.85021 1.02523
C -0.78370 4.96900 1.75297
S 0.29611 3.73721 2.41796
C -0.77646 2.95578 3.58860
O 0.43265 2.70465 1.27112
H -1.63109 4.47343 1.28034
H -0.22590 5.57331 1.04279
H -1.11126 5.58675 2.58974
H -0.88415 3.63751 4.43283
H -0.29101 2.03860 3.91808
H -1.73765 2.73554 3.12838
O 1.35393 -1.04638 -0.10913
P 0.27432 -0.93432 -1.20707
C -0.46217 -2.49095 -1.59786
C -1.79421 -2.57044 -2.00361
C -2.33618 -3.79774 -2.34865
C -1.55385 -4.94192 -2.27450
C -0.23146 -4.86720 -1.85787
C 0.32167 -3.64306 -1.52191
C 0.98418 -0.16369 -2.64594
C 0.28485 -0.08192 -3.85317
C 0.84495 0.58116 -4.92932
C 2.10547 1.15988 -4.81384
C 2.81329 1.06728 -3.62755
C 2.25639 0.39924 -2.54374
C -0.99003 0.14721 -0.53249
C -1.51652 -0.19895 0.72161
C -2.55939 0.52998 1.26824
C -3.08756 1.60117 0.55431
C -2.56989 1.95903 -0.68198
C -1.52101 1.23431 -1.22985
H -2.41990 -1.68616 -2.03643
H -3.36919 -3.86509 -2.65977
H -1.97981 -5.90210 -2.53242
H 0.36781 -5.76418 -1.78802
H 1.35092 -3.59389 -1.18957
H -0.68860 -0.54575 -3.96265
H 0.30825 0.64259 -5.86605
H 2.53788 1.67366 -5.66192
H 3.80211 1.49632 -3.54204
H 2.85669 0.29194 -1.64727
H -1.12411 -1.05303 1.26742
H -2.94955 0.25129 2.23729
H -3.91888 2.15599 0.97239
H -2.99113 2.79345 -1.22627
H -1.11897 1.51154 -2.19612
N 2.84222 -1.41027 3.02448
C 1.65523 -0.87367 3.41357
O 1.46082 0.37209 3.03833
C 0.64767 -1.58362 4.03161
C 0.88715 -2.94563 4.37250
N 1.20666 -4.03180 4.58019
C -0.61771 -0.95407 4.17817
N -1.61695 -0.38412 4.24243
H 3.03724 -2.35278 3.33440
H 3.63798 -0.78988 3.00552
N 4.90723 1.79585 0.65211
C 3.78226 1.54665 0.74440
*
```

The calculation puts the electronic energy at -2189.030497 hartree. For the LUMO energy, the calculation gives -3.2 eV. The calculation puts the highest occupied orbital energy at -11.306 eV. The gap between HOMO and LUMO is 8.15 eV. The calculation puts the energy above the lowest of the compared OMol25 structures with the same formula, charge and spin at 0.453 eV.


(8)
Entry from the Open Molecules 2025 dataset: a molecular structure, C7H12N2 in a non-equilibrium geometry (ωB97M-V with the def2-TZVPD basis set).

Structure (ORCA input):
```
! wB97M-V def2-TZVPD RIJCOSX def2/J DEFGRID3
* xyz 0 1
C 0.51018 1.92734 -1.31896
C -2.40266 0.46477 -0.66420
C 0.10337 0.80327 -0.42615
C -1.05363 0.18794 -0.12589
C 0.01408 -1.12757 0.85433
N -0.33636 -0.86344 2.18719
C 2.33410 -0.05802 0.07572
C 0.28174 -2.40223 0.46247
N 1.06628 0.00060 0.20811
H 0.32726 -1.20995 2.86623
H -0.63851 0.08314 2.36086
H -0.37058 2.45235 -1.68463
H 1.07816 1.57101 -2.18739
H 1.14372 2.64816 -0.78864
H -3.10129 0.65119 0.15567
H -2.45323 1.31359 -1.36214
H -2.78025 -0.42441 -1.18098
H 2.85777 -0.85497 0.58434
H 2.86276 0.67131 -0.52809
H -0.13423 -3.22270 1.02690
H 0.69134 -2.61139 -0.51477
*
```

The calculation puts the electronic energy at -383.258249 hartree. For the LUMO energy (alpha / beta), the calculation gives 0.4 / 0.4 eV. The calculation puts the highest occupied orbital energy (alpha / beta) at -6.285 / -6.285 eV. The gap between HOMO and LUMO (alpha / beta) is 6.65 / 6.65 eV. The calculation puts the energy above the lowest of the compared OMol25 structures with the same formula, charge and spin at 4.489 eV.


Q: Which value of electronic energy does entry 2 give?
A: -988.086148 hartree


Q: Among the records above, which one has the highest electronic energy?
A: C4H7NO